Computed, not measured: 2 unconnected molecules or ions with the total composition CH4ClOP at a distorted geometry, with ωB97M-V/def2-TZVPD.

Cartesian coordinates (Å):
C  -2.546  -0.031  -0.567
O  -3.667  -0.104  -0.149
P  2.650  -0.137  -0.404
Cl  4.321  0.316  0.607
H  -2.115  0.451  -1.529
H  -1.707  -0.158  0.182
H  3.469  -0.521  -1.595
H  2.769  1.091  -1.151

## Properties
Gap between HOMO and LUMO: 10.73 eV
Energy relative to the best compared isomer or geometry (same formula, charge and spin): 67.9 kcal per mole
SMILES: C=O.PCl
LUMO energy: 0.48 eV
2S+1: 1
Net charge: 0
Calculated total energy: -24958.94900 eV

The molecule's Löwdin atomic charges, reported in e, are given here:
1 C -0.170
2 O -0.005
3 P 0.277
4 Cl 0.011
5 H 0.096
6 H 0.077
7 H -0.126
8 H -0.160

Computed, not measured: a single C6H9N molecule, with ωB97M-V/def2-TZVPD.

Cartesian coordinates (Å):
C  -2.479  -0.218  -0.246
C  -1.077  0.065  0.180
C  -0.503  1.240  0.616
C  0.871  0.989  0.812
C  1.133  -0.298  0.429
C  2.345  -0.516  -0.428
N  -0.082  -0.874  0.102
H  -3.012  -0.846  0.475
H  -3.008  0.734  -0.324
H  -2.533  -0.698  -1.235
H  -0.988  2.204  0.680
H  1.672  1.676  1.051
H  2.250  -1.447  -0.981
H  2.367  0.278  -1.192
H  3.284  -0.429  0.123
H  -0.241  -1.859  -0.062

## Properties
Gap between HOMO and LUMO: 8.60 eV
Energy relative to the best compared isomer or geometry (same formula, charge and spin): 18.6 kcal per mole
SMILES: Cc1ccc(C)[nH]1
LUMO energy: 1.02 eV
2S+1: 1
Net charge: 0
Calculated total energy: -7857.35096 eV

The molecule's Löwdin atomic charges, reported in e, are given here:
1 C -0.043
2 C -0.331
3 C -0.054
4 C -0.087
5 C -0.334
6 C -0.056
7 N 0.088
8 H 0.075
9 H 0.077
10 H 0.078
11 H 0.099
12 H 0.107
13 H 0.066
14 H 0.082
15 H 0.074
16 H 0.158

Computed, not measured: 9 unconnected molecules or ions with the total composition C13H46O15P2 at a distorted geometry, with ωB97M-V/def2-TZVPD.

Cartesian coordinates (Å):
C  -5.226  -12.722  -7.553
O  -4.074  -13.212  -6.871
H  -5.020  -11.745  -8.001
H  -5.425  -13.459  -8.331
H  -6.093  -12.651  -6.890
H  -3.873  -12.619  -6.138
C  -4.267  -17.787  -7.874
O  -4.539  -19.132  -7.439
H  -3.483  -17.308  -7.281
H  -3.889  -17.751  -8.893
H  -5.234  -17.294  -7.766
H  -4.475  -19.142  -6.481
C  1.927  -15.908  0.646
O  1.436  -14.765  -0.043
H  1.771  -16.815  0.056
H  2.988  -15.720  0.795
H  1.419  -16.066  1.603
H  0.587  -14.967  -0.453
C  -1.960  -16.782  -0.004
O  -1.369  -17.257  -1.204
H  -2.078  -17.647  0.648
H  -1.292  -16.060  0.478
H  -2.947  -16.328  -0.135
H  -1.092  -16.487  -1.726
C  1.650  -17.847  -2.583
O  2.074  -18.878  -1.701
H  1.819  -16.815  -2.252
H  2.367  -17.925  -3.403
H  0.601  -17.987  -2.828
H  1.818  -18.704  -0.792
C  3.841  -10.176  -6.733
O  4.726  -11.191  -6.260
H  4.224  -9.560  -7.552
H  2.960  -10.706  -7.118
H  3.435  -9.419  -6.058
H  5.326  -11.321  -7.000
C  -0.143  -9.232  -2.817
O  -1.381  -9.559  -2.194
H  -0.290  -8.349  -3.456
H  0.643  -8.901  -2.129
H  0.222  -10.052  -3.426
H  -1.611  -8.766  -1.698
C  0.298  -12.470  -5.472
O  0.273  -13.107  -4.173
P  -0.586  -14.371  -3.922
O  -0.508  -14.948  -2.562
O  -0.222  -15.365  -5.114
C  -0.640  -16.729  -5.018
O  -2.047  -13.846  -4.304
C  -3.283  -14.388  -3.887
H  1.265  -12.654  -5.927
H  0.184  -11.415  -5.241
H  -0.542  -12.772  -6.091
H  -1.156  -16.940  -4.084
H  0.231  -17.369  -5.143
H  -1.312  -16.969  -5.845
H  -3.262  -15.063  -3.025
H  -3.875  -14.898  -4.642
H  -3.804  -13.513  -3.498
C  -0.541  -8.356  -7.090
O  -0.330  -9.605  -7.796
P  -1.667  -10.408  -8.156
O  -2.651  -10.498  -7.064
O  -2.150  -9.620  -9.452
C  -3.422  -9.903  -9.999
O  -1.040  -11.761  -8.726
C  -1.816  -12.973  -8.733
H  -0.202  -7.583  -7.781
H  0.150  -8.363  -6.248
H  -1.558  -8.194  -6.748
H  -3.494  -10.927  -10.375
H  -3.616  -9.251  -10.849
H  -4.244  -9.741  -9.298
H  -1.691  -13.461  -9.697
H  -2.882  -12.757  -8.644
H  -1.492  -13.585  -7.897

## Properties
Gap between HOMO and LUMO: 10.21 eV
Energy relative to the best compared isomer or geometry (same formula, charge and spin): 10.9 kcal per mole
SMILES: COP(=O)(OC)OC.COP(=O)(OC)OC.CO.CO.CO.CO.CO.CO.CO
LUMO energy: 0.44 eV
2S+1: 1
Net charge: 0
Calculated total energy: -63518.03548 eV

The molecule's Löwdin atomic charges, reported in e, are given here:
1 C -0.140
2 O -0.163
3 H 0.059
4 H 0.083
5 H 0.082
6 H 0.066
7 C -0.145
8 O -0.131
9 H 0.058
10 H 0.075
11 H 0.076
12 H 0.067
13 C -0.149
14 O -0.123
15 H 0.047
16 H 0.083
17 H 0.077
18 H 0.030
19 C -0.154
20 O -0.151
21 H 0.078
22 H 0.070
23 H 0.074
24 H 0.000
25 C -0.165
26 O -0.117
27 H 0.073
28 H 0.085
29 H 0.054
30 H 0.054
31 C -0.172
32 O -0.112
33 H 0.076
34 H 0.066
35 H 0.071
36 H 0.073
37 C -0.159
38 O -0.112
39 H 0.070
40 H 0.080
41 H 0.058
42 H 0.072
43 C -0.042
44 O -0.173
45 P 0.398
46 O -0.223
47 O -0.198
48 C -0.080
49 O -0.207
50 C -0.101
51 H 0.100
52 H 0.077
53 H 0.064
54 H 0.076
55 H 0.088
56 H 0.079
57 H 0.084
58 H 0.083
59 H 0.096
60 C -0.077
61 O -0.221
62 P 0.380
63 O -0.220
64 O -0.199
65 C -0.109
66 O -0.208
67 C -0.073
68 H 0.090
69 H 0.078
70 H 0.084
71 H 0.088
72 H 0.090
73 H 0.084
74 H 0.094
75 H 0.053
76 H 0.080

Computed, not measured: a molecular structure, C56H38N4PS2Ta at a distorted geometry, with ωB97M-V/def2-TZVPD.

Cartesian coordinates (Å):
Ta  0.120  0.231  0.019
C  -2.793  6.939  2.378
C  -1.464  6.671  2.371
C  -0.966  5.478  1.920
C  -1.882  4.456  1.716
C  -3.286  4.614  1.854
C  -3.736  5.872  2.157
C  -1.401  3.158  1.182
C  -1.033  3.147  -0.135
C  -1.371  4.135  -1.081
C  -0.807  3.780  -2.266
C  -0.035  2.633  -2.100
C  0.899  2.144  -2.973
C  1.209  2.954  -4.216
C  0.907  2.472  -5.516
C  1.210  3.225  -6.600
C  1.669  4.521  -6.526
C  1.979  4.989  -5.262
C  1.820  4.266  -4.123
C  1.578  0.988  -2.735
N  1.409  0.204  -1.585
C  2.379  -0.776  -1.742
C  3.013  -1.492  -0.753
C  4.138  -2.363  -1.115
C  5.481  -1.888  -1.147
C  6.544  -2.679  -1.660
C  6.323  -3.932  -2.167
C  5.022  -4.417  -2.067
C  3.965  -3.648  -1.586
C  2.744  -1.303  0.620
C  3.527  -1.936  1.690
C  2.879  -1.732  2.829
C  1.730  -0.955  2.567
N  1.757  -0.576  1.153
C  0.787  -0.537  3.468
C  -0.276  0.421  3.074
C  -1.190  0.979  3.967
C  -1.748  2.080  3.373
C  -1.174  2.132  2.062
N  -0.327  1.052  1.829
C  0.866  -1.029  4.878
C  2.106  -1.031  5.595
C  2.177  -1.635  6.809
C  1.072  -2.259  7.421
C  -0.156  -2.206  6.736
C  -0.272  -1.595  5.482
C  2.980  -0.722  -3.084
C  2.515  0.437  -3.624
N  -0.293  2.152  -0.820
H  -3.137  7.942  2.556
H  -0.854  7.565  2.503
H  0.078  5.292  1.850
H  -3.929  3.844  1.514
H  -4.780  6.067  2.114
H  -2.014  5.003  -0.966
H  -0.810  4.165  -3.254
H  0.447  1.501  -5.616
H  1.192  2.770  -7.591
H  1.844  5.163  -7.327
H  2.500  5.970  -5.118
H  1.959  4.674  -3.184
H  5.750  -0.904  -0.833
H  7.525  -2.148  -1.789
H  7.123  -4.495  -2.614
H  4.900  -5.388  -2.464
H  2.994  -4.114  -1.543
H  4.370  -2.603  1.446
H  3.222  -2.175  3.724
H  -1.282  0.674  5.043
H  -2.353  2.843  3.784
H  2.980  -0.564  5.070
H  3.093  -1.724  7.376
H  1.134  -2.699  8.441
H  -1.041  -2.603  7.221
H  -1.140  -1.721  4.912
H  3.679  -1.433  -3.464
H  2.718  0.798  -4.647
S  -2.278  -0.052  -0.819
P  -2.218  -2.016  -0.447
S  -0.359  -2.195  0.490
C  -2.436  -2.930  -1.973
C  -3.047  -2.388  -3.070
C  -3.285  -3.159  -4.177
C  -2.955  -4.504  -4.187
C  -2.206  -5.057  -3.119
C  -1.952  -4.267  -2.021
C  -3.484  -2.669  0.623
C  -4.717  -3.016  0.050
C  -5.815  -3.097  0.886
C  -5.670  -3.006  2.289
C  -4.397  -2.958  2.881
C  -3.317  -2.636  2.031
H  -3.389  -1.362  -3.129
H  -3.924  -2.860  -5.050
H  -3.119  -5.191  -5.029
H  -1.818  -6.073  -3.129
H  -1.500  -4.655  -1.128
H  -4.896  -3.186  -1.060
H  -6.759  -3.301  0.417
H  -6.575  -3.154  2.885
H  -4.303  -3.001  3.968
H  -2.342  -2.380  2.405

## Properties
Gap between HOMO and LUMO (spin up / spin down): 5.69 / 5.69 eV
LUMO energy (spin up / spin down): -6.75 / -6.75 eV
2S+1: 1
Net charge: +2
Calculated total energy: -97149.69531 eV

Results of the Löwdin charge analysis, in e, for atoms 1 through 99:
1 Ta 1.546
2 C -0.045
3 C -0.084
4 C -0.011
5 C -0.211
6 C -0.026
7 C -0.032
8 C -0.088
9 C -0.224
10 C 0.059
11 C 0.030
12 C -0.221
13 C -0.061
14 C -0.150
15 C -0.047
16 C -0.080
17 C -0.044
18 C -0.078
19 C -0.017
20 C -0.208
21 N -0.050
22 C -0.195
23 C -0.090
24 C -0.244
25 C -0.010
26 C -0.064
27 C -0.068
28 C -0.053
29 C -0.030
30 C -0.249
31 C 0.059
32 C 0.003
33 C -0.218
34 N -0.105
35 C -0.029
36 C -0.196
37 C 0.021
38 C 0.076
39 C -0.223
40 N -0.076
41 C -0.161
42 C -0.042
43 C -0.074
44 C -0.039
45 C -0.053
46 C -0.041
47 C 0.087
48 C 0.045
49 N -0.086
50 H 0.110
51 H 0.122
52 H 0.122
53 H 0.116
54 H 0.101
55 H 0.145
56 H 0.125
57 H 0.123
58 H 0.122
59 H 0.099
60 H 0.135
61 H 0.096
62 H 0.110
63 H 0.130
64 H 0.113
65 H 0.099
66 H 0.119
67 H 0.143
68 H 0.117
69 H 0.146
70 H 0.121
71 H 0.135
72 H 0.113
73 H 0.128
74 H 0.109
75 H 0.089
76 H 0.127
77 H 0.144
78 S 0.389
79 P 0.263
80 S 0.426
81 C -0.408
82 C -0.129
83 C -0.073
84 C -0.043
85 C -0.048
86 C -0.077
87 C -0.384
88 C -0.074
89 C -0.056
90 C -0.037
91 C -0.043
92 C -0.080
93 H 0.094
94 H 0.137
95 H 0.123
96 H 0.118
97 H 0.098
98 H 0.140
99 H 0.111

Computed, not measured: 2 unconnected molecules or ions with the total composition C2H8N2O3P at a distorted geometry, with ωB97M-V/def2-TZVPD.

Cartesian coordinates (Å):
C  0.942  0.516  0.998
C  0.779  -0.192  -0.281
N  -2.474  0.935  -0.962
N  2.378  0.498  1.478
O  0.994  -1.622  -0.188
O  -1.437  -1.717  0.635
O  -0.900  -1.721  -1.913
P  -0.655  -1.311  -0.519
H  0.663  1.508  1.206
H  0.403  -0.004  1.684
H  1.368  0.226  -1.220
H  -3.354  0.692  -0.484
H  -2.640  0.842  -1.964
H  -1.885  0.104  -0.810
H  3.005  -0.158  1.052
H  2.814  1.404  1.288

## Properties
Gap between HOMO and LUMO: 8.67 eV
Energy relative to the best compared isomer or geometry (same formula, charge and spin): 51.4 kcal per mole
LUMO energy: 4.08 eV
2S+1: 1
Net charge: -1
Calculated total energy: -20617.05040 eV

The molecule's Löwdin atomic charges, reported in e, are given here:
1 C -0.261
2 C -0.380
3 N 0.005
4 N -0.014
5 O -0.244
6 O -0.315
7 O -0.349
8 P 0.250
9 H 0.095
10 H 0.059
11 H 0.139
12 H 0.019
13 H 0.010
14 H -0.088
15 H 0.035
16 H 0.039

Computed, not measured: a single C26H28N4O4 molecule, with ωB97M-V/def2-TZVPD.

Cartesian coordinates (Å):
O  -1.420  -0.575  1.766
C  -1.074  -1.707  1.477
N  -0.003  -2.304  2.051
H  0.291  -3.213  1.740
C  0.817  -1.589  2.999
H  0.254  -1.413  3.924
H  1.694  -2.190  3.240
C  1.274  -0.196  2.543
O  1.389  0.695  3.357
N  1.524  -0.015  1.221
C  1.630  -1.059  0.270
C  2.594  -2.048  0.433
C  2.717  -3.058  -0.505
C  1.892  -3.079  -1.617
C  0.950  -2.080  -1.793
C  0.817  -1.070  -0.858
H  0.084  -0.292  -0.996
H  0.313  -2.086  -2.665
H  1.992  -3.865  -2.349
H  3.470  -3.820  -0.373
H  3.256  -2.012  1.287
C  1.910  1.325  0.768
C  3.222  1.234  0.033
C  3.307  1.029  -1.338
C  4.557  0.885  -1.917
C  5.675  0.934  -1.100
N  5.607  1.122  0.207
C  4.414  1.273  0.752
H  4.405  1.431  1.823
H  6.673  0.817  -1.503
H  4.659  0.734  -2.981
H  2.416  0.999  -1.946
H  2.051  1.913  1.687
C  0.804  2.049  -0.029
O  1.068  2.823  -0.928
N  -0.436  1.788  0.403
H  -0.607  1.109  1.135
C  -1.622  2.406  -0.155
C  -2.501  2.926  0.981
C  -3.780  3.551  0.432
C  -4.552  2.535  -0.403
C  -3.680  2.024  -1.546
C  -2.401  1.396  -1.002
H  -1.776  1.056  -1.831
H  -2.648  0.535  -0.377
H  -4.230  1.287  -2.135
H  -3.423  2.855  -2.206
H  -5.460  2.991  -0.802
H  -4.846  1.695  0.230
H  -3.525  4.413  -0.189
H  -4.400  3.904  1.258
H  -1.944  3.659  1.567
H  -2.751  2.086  1.634
H  -1.280  3.234  -0.786
C  -1.763  -2.522  0.464
C  -1.523  -3.777  -0.046
C  -2.503  -3.993  -1.035
C  -3.264  -2.860  -1.057
O  -2.826  -1.977  -0.162
H  -4.115  -2.583  -1.648
H  -2.625  -4.866  -1.642
H  -0.750  -4.463  0.236

## Properties
Gap between HOMO and LUMO: 9.18 eV
Energy relative to the best compared isomer or geometry (same formula, charge and spin): 35.1 kcal per mole
SMILES: O=C(NCC(=O)N(c1ccccc1)[C@H](C(=O)NC1CCCCC1)c1cccnc1)c1ccco1
LUMO energy: 0.21 eV
2S+1: 1
Net charge: 0
Calculated total energy: -41568.42716 eV

The molecule's Löwdin atomic charges, reported in e, are given here:
1 O 0.088
2 C -0.413
3 N 0.086
4 H 0.134
5 C -0.056
6 H 0.139
7 H 0.133
8 C -0.433
9 O 0.082
10 N 0.050
11 C -0.231
12 C -0.016
13 C -0.067
14 C -0.082
15 C -0.063
16 C -0.015
17 H 0.110
18 H 0.112
19 H 0.103
20 H 0.106
21 H 0.125
22 C -0.115
23 C -0.148
24 C -0.013
25 C -0.044
26 C -0.155
27 N 0.061
28 C -0.092
29 H 0.121
30 H 0.101
31 H 0.101
32 H 0.114
33 H 0.159
34 C -0.437
35 O 0.076
36 N 0.121
37 H 0.109
38 C -0.300
39 C -0.143
40 C -0.198
41 C -0.209
42 C -0.197
43 C -0.149
44 H 0.116
45 H 0.099
46 H 0.106
47 H 0.116
48 H 0.107
49 H 0.114
50 H 0.115
51 H 0.108
52 H 0.120
53 H 0.120
54 H 0.153
55 C -0.192
56 C -0.008
57 C -0.043
58 C -0.094
59 O 0.064
60 H 0.129
61 H 0.105
62 H 0.113

Q: Which value of 2S+1 does entry 2 give?
A: 1

Q: What is the net charge in the second record?
A: 0

Repeat the second record exactly.
Computed, not measured: a single C6H9N molecule, with ωB97M-V/def2-TZVPD.

Cartesian coordinates (Å):
C  -2.479  -0.218  -0.246
C  -1.077  0.065  0.180
C  -0.503  1.240  0.616
C  0.871  0.989  0.812
C  1.133  -0.298  0.429
C  2.345  -0.516  -0.428
N  -0.082  -0.874  0.102
H  -3.012  -0.846  0.475
H  -3.008  0.734  -0.324
H  -2.533  -0.698  -1.235
H  -0.988  2.204  0.680
H  1.672  1.676  1.051
H  2.250  -1.447  -0.981
H  2.367  0.278  -1.192
H  3.284  -0.429  0.123
H  -0.241  -1.859  -0.062

## Properties
Gap between HOMO and LUMO: 8.60 eV
Energy relative to the best compared isomer or geometry (same formula, charge and spin): 18.6 kcal per mole
SMILES: Cc1ccc(C)[nH]1
LUMO energy: 1.02 eV
2S+1: 1
Net charge: 0
Calculated total energy: -7857.35096 eV

The molecule's Löwdin atomic charges, reported in e, are given here:
1 C -0.043
2 C -0.331
3 C -0.054
4 C -0.087
5 C -0.334
6 C -0.056
7 N 0.088
8 H 0.075
9 H 0.077
10 H 0.078
11 H 0.099
12 H 0.107
13 H 0.066
14 H 0.082
15 H 0.074
16 H 0.158